Entry 1:
C66H148Br18N8O20 | the ωB97M-V functional and the def2-TZVPD basis

Geometry as XYZ:
```
260
Properties=species:S:1:pos:R:3:forces:R:3
C -3.1822 -2.0276 1.7291 0.4 0.8 -0.4
C -2.8785 -0.8962 2.6871 1.0 -0.6 -0.1
O -3.4577 -0.9014 3.7346 -2.0 0.1 2.6
N -1.9317 0.0249 2.4714 0.9 0.5 -0.7
C -1.5118 1.0611 3.4092 -0.4 0.2 -0.5
H -2.7699 -1.7979 0.7466 -0.3 -0.3 -0.3
H -4.2672 -2.1268 1.7633 0.0 0.0 -0.4
H -2.7658 -2.9710 2.0822 0.2 0.1 0.1
H -1.3462 -0.0077 1.6490 -0.2 -0.2 -0.3
H -1.2407 1.9653 2.8642 -0.4 0.1 -0.4
H -0.5678 0.8374 3.9062 -0.2 -0.5 0.6
H -2.3427 1.3049 4.0712 0.3 -0.1 0.3
C 4.1474 3.5108 3.5998 -0.3 0.5 0.9
C 3.5181 2.6369 4.6987 1.2 2.2 -2.2
O 3.2756 1.5054 4.4311 -1.0 -3.1 -0.2
N 3.2231 3.2163 5.8491 -1.3 -0.1 1.8
C 2.3629 2.5592 6.8575 0.6 1.0 0.9
H 5.2057 3.6309 3.8311 0.1 0.1 -0.3
H 3.6551 4.4829 3.6282 0.2 0.3 0.0
H 3.9842 3.1108 2.5990 0.2 -0.4 0.3
H 3.5639 4.1220 6.1382 0.0 -0.1 -0.6
H 1.6693 3.3170 7.2218 -0.1 0.0 -0.1
H 3.0045 2.3110 7.7030 -0.2 -0.4 0.1
H 1.7531 1.6981 6.5841 0.6 0.1 -0.7
C -1.2861 -4.7647 -0.8077 -0.7 0.1 -0.2
C -0.9066 -5.3364 0.5326 0.1 0.7 2.9
O -1.2391 -4.8128 1.6635 1.1 -1.7 -3.6
N -0.1350 -6.4750 0.4735 -1.4 1.3 -1.3
C 0.2291 -7.1910 1.6411 0.3 0.5 0.8
H -1.8736 -5.5030 -1.3536 0.1 -0.2 -0.1
H -0.4465 -4.4861 -1.4445 0.2 -0.1 0.2
H -1.9621 -3.9123 -0.7400 0.3 0.1 0.4
H 0.0482 -6.9049 -0.4219 0.0 0.4 0.1
H 0.8349 -8.0547 1.3670 -0.3 0.0 0.2
H -0.6746 -7.3963 2.2148 0.2 -0.5 0.2
H 0.8332 -6.4927 2.2204 0.1 -0.4 0.5
C 3.6477 1.2573 -5.4713 0.4 0.1 -0.3
C 2.2071 0.8365 -5.3044 -0.1 0.7 0.7
O 1.8667 -0.3273 -5.4785 -0.3 -0.2 -0.2
N 1.3334 1.7813 -4.8990 -0.8 0.2 0.7
C -0.0773 1.5119 -4.5770 0.6 0.0 -0.5
H 4.2910 0.4011 -5.2688 -0.2 0.0 0.0
H 3.9771 2.0670 -4.8200 -0.4 0.0 -0.1
H 3.8495 1.5565 -6.4998 -0.2 0.0 -0.1
H 1.5959 2.7269 -4.6603 0.7 0.0 -0.4
H -0.2325 1.1635 -3.5559 0.2 -0.4 -0.1
H -0.4269 0.7939 -5.3189 -0.4 0.0 0.3
H -0.6482 2.4387 -4.6339 0.1 0.0 -0.4
C -1.8777 -6.4297 -4.7849 0.8 0.9 -1.2
C -2.8267 -7.0586 -3.8987 -1.2 -0.6 1.2
O -4.0084 -7.2147 -4.1992 0.9 -0.1 0.8
N -2.2665 -7.4215 -2.6945 -1.0 -1.1 0.5
C -2.9947 -8.1619 -1.6650 0.6 -0.1 0.5
H -2.1849 -6.7497 -5.7805 0.6 0.1 -0.2
H -0.8450 -6.6383 -4.5055 0.0 -0.2 -0.5
H -1.9924 -5.3465 -4.7443 -0.1 0.1 0.0
H -1.2719 -7.4092 -2.5196 -0.2 0.2 -0.8
H -3.5761 -7.4726 -1.0527 -0.3 -0.2 0.0
H -2.2534 -8.6316 -1.0184 0.2 0.4 0.2
H -3.5593 -9.0470 -1.9581 -0.4 0.5 -0.7
C -4.0230 2.4992 1.1340 -0.6 -1.0 -0.7
C -4.8948 3.1876 2.1443 2.3 -0.5 -1.3
O -4.7652 4.3377 2.3958 0.2 4.4 0.2
N -5.6270 2.4246 2.8907 -2.1 -2.4 1.1
C -6.3282 2.9253 4.0720 0.3 -0.8 0.0
H -2.9770 2.8010 1.1879 -0.1 -0.1 0.5
H -4.3199 2.6405 0.0948 -0.3 0.4 0.0
H -4.2031 1.4416 1.3267 0.9 -0.3 -0.3
H -5.5466 1.4375 2.6928 -0.4 0.1 0.6
H -6.8384 3.8692 3.8798 0.2 -0.2 -0.1
H -5.6062 3.0269 4.8822 0.0 0.4 0.1
H -7.0240 2.1523 4.3981 -0.2 0.2 -0.2
C 3.4837 -0.8406 6.8564 -2.4 -0.6 -0.6
C 3.0990 -1.6473 8.1153 1.6 1.7 -0.7
O 4.0010 -1.8036 8.9185 0.0 -0.7 1.1
N 1.8508 -2.0923 8.2391 -0.1 -0.1 0.7
C 1.3291 -2.7892 9.4032 0.1 -0.6 -0.8
H 3.9391 0.1452 6.9508 0.9 -0.7 0.6
H 2.5840 -0.5379 6.3207 -0.4 -0.3 -0.2
H 3.9414 -1.5688 6.1868 0.7 0.5 0.0
H 1.1831 -1.9502 7.4947 0.4 0.2 0.0
H 1.3618 -3.8631 9.2195 0.0 -0.3 0.0
H 0.2712 -2.5281 9.4331 0.0 0.1 0.6
H 1.8849 -2.6392 10.3287 -0.1 0.6 -0.2
C 1.0012 -3.8480 -4.7933 0.7 -0.3 0.7
C 2.3482 -3.9360 -5.4776 -0.6 -1.3 -2.1
O 2.9647 -4.9926 -5.5478 0.4 0.0 0.9
N 2.6674 -2.8823 -6.2340 0.4 0.5 -0.7
C 3.8933 -2.7542 -7.0434 -0.6 0.3 0.4
H 0.9279 -4.8084 -4.2830 -0.3 0.2 0.3
H 0.1553 -3.7503 -5.4738 0.2 0.2 -0.1
H 1.0785 -3.0227 -4.0855 -0.6 0.0 0.1
H 1.9965 -2.1278 -6.2625 0.5 0.2 0.1
H 4.3421 -3.7004 -7.3457 -0.3 -0.1 0.5
H 4.5905 -2.1474 -6.4656 0.4 -0.1 -0.2
H 3.6885 -2.2236 -7.9732 -0.3 0.1 0.1
C 2.0276 4.3320 -8.3033 -0.4 -1.1 0.8
O 1.0976 4.0679 -7.2427 -0.9 0.4 -0.3
C 0.6824 5.1977 -6.4657 0.8 -0.6 0.6
C 1.8228 5.6687 -5.5763 0.1 0.3 0.5
O 2.2687 4.5846 -4.7020 0.1 1.1 -0.4
C 2.9017 4.9883 -3.4701 -0.2 -1.4 -0.1
C 4.4080 5.1156 -3.5250 -0.7 0.8 -0.1
O 4.6057 6.3352 -4.1582 -0.7 1.2 -0.7
C 5.9116 6.7540 -4.1842 1.4 0.3 -0.3
H 1.6479 4.8188 -9.2015 -0.3 1.0 0.5
H 2.2269 3.3483 -8.7284 0.5 -0.2 0.4
H 2.9052 4.7657 -7.8237 0.3 0.2 -0.8
H -0.0862 4.9304 -5.7405 -0.3 -0.8 -0.4
H 0.2496 5.9895 -7.0772 0.3 0.2 -0.2
H 1.4757 6.4761 -4.9314 -0.3 0.1 0.1
H 2.6005 6.1417 -6.1758 0.6 -0.5 0.2
H 2.6923 4.2009 -2.7461 -0.3 -0.3 -0.1
H 2.4583 5.8951 -3.0588 0.1 0.3 -0.2
H 4.9390 4.3357 -4.0709 -0.2 -0.5 0.0
H 4.7876 5.1824 -2.5055 0.1 -0.3 0.3
H 6.5219 5.9680 -4.6289 0.5 -0.1 0.1
H 6.2982 7.0302 -3.2032 0.0 -0.3 0.4
H 6.0582 7.6501 -4.7872 -0.5 0.0 -0.2
C 4.4230 -6.8048 5.9830 -0.5 0.6 0.2
O 3.4441 -6.1259 5.2205 -1.3 1.5 -0.7
C 2.6282 -5.0982 5.8902 0.0 -1.4 0.6
C 1.8700 -4.1275 4.9739 0.9 0.3 -0.1
O 1.0264 -3.2935 5.7643 -0.1 -0.3 0.6
C 0.1247 -2.5286 5.0049 -1.6 0.7 0.4
C -0.8991 -1.7062 5.8851 2.2 -0.4 -0.6
O -0.0755 -0.8998 6.7546 -1.0 -0.5 0.7
C -0.7507 -0.2894 7.8553 -0.9 0.6 -0.6
H 3.9833 -7.2322 6.8842 0.0 -0.1 0.2
H 5.2100 -6.1050 6.2642 0.3 -0.1 0.1
H 4.8102 -7.6168 5.3676 0.0 0.2 0.0
H 3.2040 -4.5372 6.6263 0.4 0.2 -0.2
H 1.8720 -5.6157 6.4807 -0.2 -0.2 0.1
H 1.2737 -4.6125 4.2010 0.1 -0.3 -0.1
H 2.6306 -3.4877 4.5264 0.0 0.1 -0.6
H -0.5470 -3.2025 4.4732 0.2 -0.1 -0.8
H 0.6432 -1.8308 4.3474 0.2 -0.1 -0.2
H -1.5510 -2.4561 6.3334 0.0 0.3 0.9
H -1.5098 -1.0496 5.2654 0.0 -0.2 -0.2
H -1.2636 0.6026 7.4955 0.2 0.4 -0.1
H -0.0870 -0.0046 8.6717 0.4 -0.2 -0.3
H -1.5858 -0.8524 8.2721 0.2 -0.7 0.0
C -1.3148 3.6195 6.7088 0.2 -1.3 0.7
O -0.3158 4.3402 6.0528 -0.5 0.3 -0.1
C -0.2884 5.7049 6.5204 -0.1 -1.1 -1.6
C 0.2592 6.4972 5.2911 0.3 0.2 0.2
O -0.6363 6.5915 4.1947 -0.5 0.2 1.5
C -0.2910 6.0896 2.9245 -1.4 -0.2 0.8
C -0.5295 4.5745 2.9249 0.3 0.4 0.0
O -0.2130 4.0003 1.6862 -0.3 -0.9 -0.6
C 1.0674 3.4422 1.6353 0.5 -0.2 -0.6
H -2.3353 3.9919 6.6195 0.0 0.4 -0.3
H -1.0907 3.5080 7.7696 0.0 0.4 0.5
H -1.2915 2.5768 6.3921 0.0 0.1 -0.6
H 0.2988 5.6598 7.4376 0.5 0.8 -0.1
H -1.3127 5.9295 6.8179 0.0 0.7 -0.3
H 1.1827 6.0307 4.9480 0.2 -0.4 0.2
H 0.5576 7.5196 5.5231 -0.2 0.1 0.5
H 0.6576 6.5014 2.5801 0.2 -0.5 0.0
H -1.1105 6.5177 2.3471 0.4 0.0 -0.5
H -1.5991 4.4109 3.0561 -0.1 0.1 0.3
H 0.0042 4.0798 3.7364 0.1 0.0 0.1
H 1.3116 2.8046 2.4849 0.1 0.5 0.6
H 1.7810 4.2444 1.4471 0.5 -0.1 0.4
H 1.1726 2.7206 0.8251 -0.5 0.2 -0.5
C -2.2059 -0.9324 -3.5221 0.4 1.2 1.0
O -1.3875 -0.5400 -2.4131 -0.4 0.6 0.3
C -2.0391 0.3980 -1.5282 1.9 -0.9 0.5
C -0.9246 0.9768 -0.6307 -0.4 0.8 -1.1
O -0.3455 0.1546 0.3332 -0.7 -0.9 1.0
C 0.0960 -1.1490 -0.0332 1.3 -0.5 1.0
C 0.7649 -1.8796 1.2434 -0.3 1.6 -2.4
O 2.1274 -1.4240 1.4068 -1.4 0.2 0.4
C 2.2007 -0.1629 2.1503 -0.2 -1.3 0.2
H -2.4361 0.0003 -4.0372 -0.6 -0.1 -0.4
H -3.0915 -1.3877 -3.0789 -0.2 -0.4 -0.7
H -1.6056 -1.5327 -4.2058 -0.1 -0.3 0.5
H -2.7667 -0.0864 -0.8769 -0.2 -0.5 0.1
H -2.6068 1.2067 -1.9884 0.4 0.1 -0.7
H -1.3979 1.8374 -0.1579 0.2 0.0 0.6
H -0.0660 1.3818 -1.1663 -0.2 0.1 -0.9
H 0.8138 -1.0037 -0.8405 0.4 -0.2 0.2
H -0.6379 -1.8258 -0.4708 -0.7 0.3 0.3
H 0.6732 -2.9309 0.9705 0.8 -0.1 0.3
H 0.1279 -1.7371 2.1164 0.2 0.2 0.2
H 2.4210 -0.4337 3.1829 0.5 0.3 0.0
H 1.2583 0.3814 2.2110 -0.1 -0.1 -0.5
H 2.9728 0.4463 1.6804 0.0 0.0 0.3
Br 4.5855 1.2339 -2.3001 -1.0 -0.9 0.7
C 3.7799 -0.4305 -1.4916 0.1 -1.1 -0.6
C 3.0161 -1.3269 -2.5445 0.7 0.7 1.2
Br 2.4567 -3.0282 -1.5870 0.7 0.9 -0.8
H 3.1621 -0.2952 -0.6038 -0.2 0.8 -0.3
H 4.6695 -0.9157 -1.0900 0.0 -0.2 -0.4
H 3.6430 -1.5855 -3.3978 -0.1 -0.3 0.2
H 2.1126 -0.8450 -2.9180 0.0 -0.1 0.2
Br 6.6409 1.2471 0.7445 -0.4 -0.4 0.4
C 6.9422 -0.2868 1.9240 -0.1 -1.1 0.8
C 5.7011 -0.9147 2.6436 0.8 0.7 -0.5
Br 6.2309 -2.0496 4.1980 -0.1 0.8 -0.7
H 7.6442 0.0574 2.6834 0.0 0.0 -0.2
H 7.3993 -1.0441 1.2871 0.2 0.2 0.2
H 5.1754 -1.6175 1.9972 -0.1 0.4 0.0
H 5.0935 -0.0830 3.0003 -0.3 -0.5 0.2
Br -6.9933 -4.3447 1.3818 0.1 0.4 -0.7
C -6.4030 -3.7404 -0.4230 0.7 0.2 0.7
C -5.2485 -4.6407 -0.8112 0.1 0.3 -1.3
Br -4.8042 -4.0884 -2.7531 -0.1 -0.5 1.3
H -5.9861 -2.7369 -0.3379 -0.2 0.0 0.4
H -7.2514 -3.6463 -1.1008 0.1 -0.7 0.2
H -5.4131 -5.7176 -0.7758 -0.3 0.2 -0.4
H -4.3273 -4.4408 -0.2639 -0.2 0.3 0.0
Br -5.7118 -0.0808 -6.1225 -1.1 -0.1 1.3
C -6.9954 -0.3519 -4.5676 1.0 0.7 0.8
C -7.1455 0.9363 -3.6593 0.3 -1.4 -1.3
Br -5.4944 1.3461 -2.5962 -1.1 -0.5 -0.8
H -6.5918 -1.1578 -3.9547 0.4 0.1 -0.2
H -7.9345 -0.7599 -4.9413 0.0 0.7 -0.3
H -7.9611 0.7261 -2.9675 0.2 0.2 0.2
H -7.4036 1.7746 -4.3064 0.3 0.2 0.4
Br -3.6586 8.4797 0.3125 -0.9 -1.3 -0.4
C -5.0543 7.0383 -0.0033 -0.2 -0.5 0.1
C -4.7249 6.0307 -1.1345 0.0 0.3 0.3
Br -6.2166 4.7059 -1.3856 0.7 1.0 0.2
H -6.0117 7.5458 -0.1218 0.3 0.2 -0.6
H -5.1969 6.5075 0.9380 0.6 -0.1 0.1
H -3.8685 5.3871 -0.9331 -0.1 0.2 0.4
H -4.5161 6.4891 -2.1011 -0.5 0.1 0.1
Br -1.4348 4.4044 -2.6991 0.3 0.2 0.9
C -0.6504 5.2739 -1.0608 -0.8 1.1 -0.4
C -0.6520 6.8146 -1.3744 0.8 -2.2 -0.2
Br 0.0721 7.7634 0.1265 0.1 0.4 -0.1
H 0.3115 4.7870 -0.9001 0.0 0.4 -0.2
H -1.2860 5.0805 -0.1967 -0.1 -0.3 -0.3
H -1.6669 7.1392 -1.6042 0.3 0.2 0.1
H 0.0569 6.9354 -2.1936 -0.4 0.5 -0.1
Br -2.8862 -2.4491 -6.3525 -0.5 -0.2 -0.6
C -4.3713 -3.0829 -7.4715 -0.5 -1.5 -0.2
C -5.2119 -4.1029 -6.6270 0.8 2.0 -0.8
Br -6.7723 -4.6055 -7.6912 0.4 -0.1 0.3
H -3.9811 -3.6264 -8.3320 0.5 0.1 0.2
H -4.9582 -2.2713 -7.9016 0.1 0.2 0.7
H -5.5523 -3.5214 -5.7702 -0.2 -0.6 0.2
H -4.5801 -4.9573 -6.3844 -0.5 -0.1 0.1
Br -2.3655 1.9877 -7.9209 0.9 -0.3 -0.3
C -0.5582 1.4969 -8.6089 0.4 -1.5 0.4
C -0.4183 -0.0618 -8.6200 -0.5 0.6 -0.3
Br 1.3632 -0.6947 -9.2028 -0.5 0.5 0.1
H 0.2021 1.8428 -7.9085 -0.4 0.5 0.0
H -0.4470 1.9648 -9.5870 -0.1 -0.2 0.2
H -1.1245 -0.5351 -9.3023 0.1 0.1 0.1
H -0.5605 -0.4860 -7.6261 0.1 0.2 -0.1
Br 3.1927 -6.3347 -0.2752 0.3 0.0 0.3
C 3.1366 -5.2360 1.3471 -0.4 0.2 0.1
C 4.2982 -4.2517 1.4678 -0.4 -0.7 0.6
Br 5.9575 -5.1413 2.1600 -0.9 0.5 -0.8
H 2.9459 -5.8919 2.1966 0.8 -0.1 0.0
H 2.1866 -4.7067 1.2726 0.1 0.4 -0.3
H 4.0328 -3.5099 2.2211 0.1 -0.1 0.2
H 4.4178 -3.7138 0.5274 0.6 -0.3 0.0
```
Forces are in eV/Å.

E = -1384473.229 eV
E_HOMO = -8.6080 eV
HOMO-LUMO gap = 8.6059 eV

Entry 2:
C2H4Br2 | the ωB97M-V functional and the def2-TZVPD basis

Geometry as XYZ:
```
8
Properties=species:S:1:pos:R:3:forces:R:3
Br 0.7761 -0.1138 2.0653 0.0 0.0 0.2
C -0.4658 -0.2166 0.5850 0.2 -0.6 -0.4
C 0.1317 0.3282 -0.7164 -0.1 0.2 0.6
Br 1.8564 -0.5169 -1.1098 -0.5 0.1 -0.2
H -1.3639 0.2522 0.9764 0.0 0.5 -0.5
H -0.7230 -1.2629 0.4294 0.2 -0.1 0.2
H 0.3107 1.3978 -0.6694 0.1 0.0 0.1
H -0.5222 0.1321 -1.5606 0.0 -0.2 0.0
```
Forces are in eV/Å.

SMILES string = BrCCBr
E = -142223.783 eV
E_HOMO = -9.9527 eV
energy above the lowest of the compared OMol25 structures with the same formula, charge and spin = 0.1908 eV
HOMO-LUMO gap = 10.6165 eV

Entry 3:
C28H24I2IrN2O3S5 | the ωB97M-V functional and the def2-TZVPD basis

Geometry as XYZ:
```
65
Properties=species:S:1:pos:R:3:forces:R:3
Ir 0.5881 -0.1197 -0.1310 -0.3 0.1 -0.3
I 2.0232 1.4588 4.8199 0.0 0.0 -0.1
C 0.5721 0.1549 4.0965 0.0 0.0 0.0
C -0.2319 -0.4979 5.0466 0.0 0.0 0.1
C -1.1731 -1.4243 4.6973 0.0 0.0 -0.1
I -2.2660 -2.3778 6.1984 0.0 0.0 0.0
C -1.3557 -1.7496 3.3301 0.0 0.1 0.0
C -2.2339 -2.7397 2.8391 0.0 0.0 0.0
C -2.2748 -3.0129 1.5015 0.0 0.0 0.1
C -1.4774 -2.2715 0.6217 -0.1 0.1 -0.1
N -0.6863 -1.3106 1.0439 0.2 0.5 0.3
C -0.5805 -1.0535 2.3805 0.4 0.1 0.0
C 0.4434 -0.0936 2.7357 -0.4 -0.1 0.0
O 1.1779 0.4399 1.8052 0.3 0.0 -0.1
H -0.0753 -0.2655 6.0914 0.0 0.0 0.0
H -2.8460 -3.2969 3.5353 0.0 0.0 0.0
H -2.9200 -3.7820 1.1020 0.0 0.0 0.0
H -1.5033 -2.4585 -0.4431 0.0 0.0 0.0
O 1.9584 -0.5585 -6.8239 0.0 0.0 0.0
C 1.6913 -0.4346 -5.6677 0.0 0.0 0.0
S 2.8065 0.2776 -4.4746 0.0 0.0 0.0
C 1.7589 0.0885 -3.0979 -0.1 -0.1 0.2
C 0.5276 -0.5043 -3.3267 0.1 0.3 0.4
S -0.5594 -0.6578 -2.0375 0.3 -0.5 -0.3
S 0.1411 -0.9588 -4.9589 0.0 0.0 0.0
S 2.2257 0.6547 -1.5609 0.3 0.2 -0.3
C 3.6759 -1.6008 2.6538 0.0 -0.1 -0.1
S 3.5408 -1.1033 0.9358 0.2 0.2 0.1
O 2.2917 -1.7823 0.4303 -0.6 -0.2 -0.2
C 4.8951 -2.0721 0.2953 0.0 0.0 0.0
C 4.6928 -3.3989 -0.0512 0.0 0.0 0.0
C 5.7636 -4.1350 -0.5334 0.0 0.0 0.0
C 7.0142 -3.5442 -0.6640 0.0 0.0 0.0
C 7.1996 -2.2116 -0.3246 0.0 0.0 0.0
C 6.1320 -1.4636 0.1514 0.0 0.0 0.0
H 3.5390 -2.6801 2.7112 0.0 0.0 0.0
H 2.9016 -1.0680 3.1983 0.0 0.0 0.0
H 4.6616 -1.3148 3.0189 0.0 0.0 0.0
H 3.7028 -3.8274 0.0390 0.0 0.0 0.0
H 5.6224 -5.1711 -0.8119 0.0 0.0 0.0
H 7.8457 -4.1233 -1.0436 0.0 0.0 0.0
H 8.1707 -1.7496 -0.4422 0.0 0.0 0.0
H 6.2577 -0.4162 0.3989 0.0 0.0 0.0
C 1.5407 3.8477 2.0832 -0.1 0.0 0.1
N 1.6374 4.3693 0.7405 0.1 0.0 0.1
C 1.1913 5.7369 0.6124 -0.1 0.0 -0.1
C 1.2611 3.3923 -0.2671 0.1 -0.1 0.0
C -0.1830 2.8965 -0.2696 -0.1 0.1 0.0
C -1.1655 3.8875 -0.3814 0.0 0.1 0.0
C -2.5201 3.6273 -0.3030 0.0 0.0 0.0
C -2.9334 2.3192 -0.1165 0.0 0.0 0.0
C -1.9810 1.3169 -0.0684 0.0 -0.1 0.0
C -0.6048 1.5621 -0.1646 -0.1 -0.4 0.2
H 1.7714 4.6358 2.8021 0.0 0.0 0.0
H 2.2515 3.0346 2.2280 0.0 0.0 -0.1
H 0.5409 3.4507 2.3230 0.0 0.1 0.0
H 1.8637 6.3868 1.1775 0.0 0.0 0.0
H 0.1706 5.9264 0.9776 0.0 0.0 0.0
H 1.2362 6.0429 -0.4350 0.0 0.0 0.0
H 1.9246 2.5478 -0.0995 0.0 0.0 0.0
H 1.5067 3.8067 -1.2494 0.0 0.0 0.0
H -0.8449 4.9082 -0.5325 0.0 0.0 0.0
H -3.2381 4.4332 -0.3829 0.0 0.0 0.0
H -3.9847 2.0716 -0.0404 0.0 0.0 0.0
H -2.3280 0.2951 0.0313 0.0 0.0 0.0
```
Forces are in eV/Å.

E = -111765.356 eV
E_HOMO (alpha / beta) = -7.4254 / -7.7695 eV
expectation value of S² = 0.7625
energy above the lowest of the compared OMol25 structures with the same formula, charge and spin = 0.0000 eV
HOMO-LUMO gap (alpha / beta) = 6.8908 / 5.8031 eV
2S+1 = 2